[1]
Here is 2 unconnected molecules or ions with the total composition C5H9N3O from the OMol25 dataset. Energies are from ωB97M-V/def2-TZVPD.

## Properties
**M**: 127.1 g/mol
**SMILES string**: C=CN=C(C)C.N#[N+][O-]
**Frontier orbital gap**: 9.06 eV
**Energy relative to the best compared isomer or geometry (same formula, charge and spin)**: 102.0 kcal/mol

```
18
Properties=species:S:1:pos:R:3:forces:R:3
C 1.022501 -1.558697 -0.544302 -1.165 -0.058 0.903
C 0.165210 -2.539106 -0.234122 3.316 -0.925 0.815
C 0.663694 0.748048 -0.117791 -0.084 1.640 -0.320
C 1.510925 0.898526 1.088040 1.141 1.874 -0.095
C -0.049889 1.959303 -0.727077 0.386 -0.753 -1.376
N 0.498629 -0.331192 -0.711080 -0.832 0.716 -2.041
N -3.409143 -0.436076 0.135730 0.233 -0.182 0.365
N -2.800620 -1.014345 0.838242 1.806 -1.743 2.045
O -4.054054 0.180501 -0.579105 -2.048 1.964 -2.402
H 2.099026 -1.628997 -0.635678 0.111 -0.488 0.071
H -0.850826 -2.458827 -0.016948 -1.401 0.473 -0.072
H 0.713188 -3.352093 0.219255 -0.402 -0.888 -0.418
H 2.546518 0.654481 0.754812 -0.563 -0.240 0.830
H 1.104393 0.318823 1.892690 0.288 -0.728 0.430
H 1.545802 1.960478 1.458185 -0.083 -0.938 -0.467
H -0.391379 2.667816 0.018185 -0.124 0.163 -0.040
H -0.855815 1.448587 -1.279492 -0.148 0.767 0.288
H 0.541842 2.482768 -1.559540 -0.429 -0.655 1.484
```
Positions in Å, forces in eV/Å.

=====

[2]
Here is a molecular structure, C17H26MnN6OSi2 from the OMol25 dataset. Energies are from ωB97M-V/def2-TZVPD.

## Properties
**M**: 441.5 g/mol
**Charge**: +1
**⟨S²⟩**: 6.41
**Multiplicity**: 5
**Frontier orbital gap (spin up / spin down)**: 6.13 / 7.58 eV

```
53
Properties=species:S:1:pos:R:3:forces:R:3
Mn 0.161184 -0.223374 -0.011847 0.140 1.017 -0.685
C -2.449073 -0.150311 4.227215 -0.246 0.088 0.118
Si -1.161456 -0.701354 3.011099 0.151 -0.126 -0.236
C 0.461811 -0.806525 3.900297 0.243 0.039 0.195
C -1.679920 -2.319611 2.243081 -0.118 -0.212 -0.005
C -0.995879 0.533227 1.549614 -0.647 0.152 -0.086
C -2.115368 0.525700 0.555601 0.175 -0.008 -0.007
C -3.479987 0.632853 0.775900 -0.142 0.080 0.089
C -4.327469 0.604054 -0.317978 -0.049 -0.005 0.020
C -3.814710 0.443238 -1.603893 -0.174 0.033 0.030
C -2.457892 0.311991 -1.757806 0.258 0.041 0.108
N -1.631640 0.374390 -0.700139 -0.319 -0.128 0.016
Si -0.394737 2.335672 1.831113 0.062 -0.258 0.011
C -1.651576 3.157336 2.911058 -0.197 0.171 0.173
C -0.336938 3.216979 0.202596 -0.006 0.121 -0.344
C 1.275277 2.294674 2.625224 0.287 -0.028 0.164
H -2.440431 -0.879236 5.046489 -0.037 0.062 -0.068
H -3.465159 -0.123647 3.824271 0.091 -0.010 0.063
H -2.217161 0.823874 4.657110 -0.050 -0.047 0.049
H 0.549956 -1.774724 4.405883 -0.010 0.099 -0.044
H 0.527625 -0.028489 4.667980 0.021 -0.097 -0.051
H 1.319015 -0.698511 3.235438 -0.019 -0.023 0.090
H -1.293274 -3.170561 2.813983 -0.051 0.090 -0.044
H -1.311199 -2.426944 1.221613 0.009 -0.102 -0.050
H -2.770044 -2.412552 2.211427 0.087 0.006 -0.016
H -3.856863 0.747479 1.783967 -0.006 -0.010 -0.074
H -5.396610 0.698669 -0.172504 0.034 0.001 -0.004
H -4.460426 0.417634 -2.470202 -0.001 0.003 0.041
H -2.003607 0.177182 -2.729807 0.044 -0.029 0.010
H -2.651849 3.136713 2.466936 0.085 0.014 0.059
H -1.364692 4.207938 3.036270 -0.062 -0.084 -0.010
H -1.700792 2.707182 3.902380 -0.017 0.076 -0.016
H -1.346267 3.435175 -0.161264 0.093 -0.010 -0.012
H 0.188558 2.652909 -0.572226 -0.024 0.106 -0.001
H 0.185483 4.170913 0.328976 -0.071 -0.051 -0.010
H 1.206768 2.000776 3.676899 0.067 0.026 -0.123
H 1.730030 3.289982 2.582810 -0.016 -0.098 0.025
H 1.951873 1.593885 2.122724 -0.044 0.124 0.088
N 1.294143 -1.472296 0.820563 0.721 -0.738 0.401
C 1.900313 -2.468914 0.974109 -0.015 -0.066 0.039
C 2.613880 -3.601424 1.150011 0.323 -0.317 0.058
C 2.499603 -4.310746 2.391569 -0.036 0.005 -0.294
N 2.380346 -4.882809 3.383883 0.013 0.165 -0.107
C 3.460579 -4.040045 0.075498 -0.171 -0.006 0.246
N 4.120886 -4.380199 -0.804946 -0.099 0.128 0.146
N 3.346145 2.087916 -1.715205 0.055 -0.037 0.020
C 2.828594 1.160618 -0.900570 -0.065 0.042 -0.052
N 3.571872 0.714454 0.123182 -0.093 -0.015 -0.094
O 1.648439 0.761831 -1.096566 -0.173 -0.073 0.191
H 4.295497 2.406501 -1.636291 0.003 0.002 -0.014
H 2.793164 2.401831 -2.492742 -0.019 -0.017 -0.018
H 4.543323 0.950127 0.222939 0.018 0.014 -0.002
H 3.200421 -0.036457 0.679516 -0.001 -0.112 0.019
```
Positions in Å, forces in eV/Å.

=====

[3]
Here is a molecular structure, C32H16ClN8O4Zn from the OMol25 dataset. Energies are from ωB97M-V/def2-TZVPD.

## Properties
**M**: 677.4 g/mol
**Charge**: -1
**Frontier orbital gap (spin up / spin down)**: 4.98 / 4.99 eV

```
62
Properties=species:S:1:pos:R:3:forces:R:3
Zn 0.308482 -0.009521 -0.076685 0.016 0.298 -0.009
C -0.614083 -6.494798 -0.514490 -0.001 0.004 -0.005
C -0.949698 -6.210514 -1.843671 -0.004 0.036 0.001
C -1.051048 -4.901739 -2.290069 -0.022 -0.029 0.025
C -0.806147 -3.889925 -1.374560 0.038 0.026 -0.010
C -0.794286 -2.429794 -1.500414 -0.130 0.103 -0.081
N -1.123010 -1.794843 -2.614276 0.036 0.005 0.123
C -1.094929 -0.470259 -2.728679 0.058 -0.056 -0.041
C -1.612738 0.236285 -3.898877 -0.015 -0.024 0.053
C -2.227031 -0.208263 -5.061363 0.015 0.030 -0.050
C -2.648311 0.746867 -5.972445 0.021 -0.025 0.035
C -2.464307 2.113990 -5.722768 0.003 -0.006 0.012
C -1.854311 2.555238 -4.560192 0.030 0.035 -0.057
C -1.425080 1.597722 -3.650949 -0.048 -0.052 0.003
C -0.795251 1.690254 -2.337470 0.135 0.064 0.058
N -0.460132 2.845819 -1.775626 0.028 -0.060 0.072
C -0.027538 2.955079 -0.528900 -0.182 -0.046 -0.093
N 0.026480 1.985242 0.415825 0.176 -0.005 -0.049
C 0.499068 2.508824 1.572023 -0.127 -0.076 0.103
N 0.686956 1.886766 2.724825 0.016 -0.011 -0.051
C 0.544557 0.574649 2.877644 0.043 0.075 -0.022
N 0.309269 -0.354117 1.919539 -0.020 -0.029 0.059
C 0.255064 -1.586620 2.480945 0.018 -0.030 -0.015
N 0.038712 -2.753112 1.882803 0.011 0.006 -0.070
C -0.256244 -2.878091 0.601827 -0.064 0.106 0.151
N -0.461232 -1.888245 -0.305366 0.180 -0.043 -0.037
C -0.469478 -4.171451 -0.049822 0.017 -0.028 -0.107
C -0.371482 -5.480231 0.398088 -0.015 -0.022 0.044
C 0.469859 -1.458562 3.920045 -0.043 0.020 -0.031
C 0.488880 -2.387972 4.950712 0.025 -0.017 0.044
C 0.693735 -1.918974 6.237983 0.003 -0.004 -0.039
C 0.868982 -0.551291 6.490465 -0.001 0.003 -0.020
C 0.846126 0.375405 5.461351 0.046 0.007 0.050
C 0.649613 -0.096136 4.170822 -0.050 -0.023 -0.034
C 0.752982 3.939012 1.382328 -0.014 0.023 -0.057
C 1.231386 4.928818 2.226664 0.012 0.030 0.043
C 1.370973 6.207260 1.708996 -0.009 -0.020 -0.015
C 1.042119 6.487919 0.377253 -0.010 -0.028 0.003
C 0.565154 5.496359 -0.466210 0.000 0.049 -0.002
C 0.423018 4.219803 0.055275 0.000 -0.014 0.041
N -0.618263 0.436445 -1.843647 -0.093 0.025 0.017
H -0.535191 -7.527883 -0.198644 -0.008 0.003 -0.004
H -1.125524 -7.028321 -2.531722 -0.002 0.004 0.005
H -1.304042 -4.663805 -3.314947 0.007 -0.013 -0.001
H -2.362637 -1.267475 -5.237672 -0.016 0.011 -0.006
H -3.129380 0.436984 -6.892127 0.003 0.004 0.005
H -2.809574 2.835781 -6.453104 0.009 -0.010 0.000
H -1.709758 3.609710 -4.362742 -0.004 -0.016 0.021
H -0.106358 -5.694518 1.425387 0.009 0.018 -0.010
H 0.349019 -3.440871 4.742477 -0.001 0.008 0.006
H 0.719909 -2.616988 7.065783 -0.005 0.004 -0.001
H 1.023608 -0.217807 7.509323 0.003 -0.001 -0.004
H 0.980045 1.433217 5.647385 -0.005 -0.005 -0.010
H 1.491411 4.700112 3.252274 -0.005 -0.004 -0.013
H 1.745997 7.003098 2.340576 -0.001 0.002 -0.003
H 1.168062 7.495881 0.001685 0.003 0.001 0.005
H 0.316164 5.700874 -1.499387 -0.004 -0.008 0.005
O 2.911634 -0.950554 -2.218945 0.056 0.041 0.089
Cl 3.094141 -0.536860 -0.857070 0.170 -0.210 -0.121
O 2.490182 -1.505643 0.039080 0.080 0.046 -0.059
O 4.478746 -0.350979 -0.548622 -0.148 0.059 -0.027
O 2.366730 0.732751 -0.647919 -0.220 -0.232 0.080
```
Positions in Å, forces in eV/Å.

=====

[4]
Here is 2 unconnected molecules or ions with the total composition C2H2NOS2 from the OMol25 dataset. Energies are from ωB97M-V/def2-TZVPD.

## Properties
**M**: 120.2 g/mol
**Charge**: -1
**Frontier orbital gap**: 6.08 eV
**Energy relative to the best compared isomer or geometry (same formula, charge and spin)**: 24.0 kcal/mol

```
8
Properties=species:S:1:pos:R:3:forces:R:3
C -0.245841 1.402447 -0.478721 -0.200 1.591 0.907
C -0.009373 -0.937841 -1.190335 -0.074 0.753 -0.056
N -0.107901 0.263416 -1.188025 0.211 -1.585 -0.949
O -0.272920 2.506475 -0.984477 0.035 -0.684 0.170
S 0.135524 -2.455413 -1.518234 0.010 -0.167 0.106
S -0.181803 -1.274465 2.290482 -0.340 0.061 -0.277
H -0.336012 1.223478 0.604895 0.011 -0.109 0.023
H 1.018325 -0.728096 2.464416 0.347 0.139 0.075
```
Positions in Å, forces in eV/Å.

=====

[5]
Here is C5H9NO in the gas phase from the OMol25 dataset. Energies are from ωB97M-V/def2-TZVPD.

## Properties
**M**: 99.1 g/mol
**SMILES string**: C[C@H](C#N)CCO
**Frontier orbital gap**: 11.28 eV
**Energy relative to the best compared isomer or geometry (same formula, charge and spin)**: 36.6 kcal/mol

```
16
Properties=species:S:1:pos:R:3:forces:R:3
C 0.716636 -1.946446 1.028591 -0.175 0.188 -0.009
C 0.419694 -0.833225 -0.038768 -0.051 0.287 -0.067
C -0.927605 0.040985 -0.030383 0.047 -0.250 0.054
C -0.899304 1.535247 -0.452165 -0.188 -0.270 0.405
O -0.515341 1.710977 -1.803071 0.119 -0.019 -0.069
C 1.443473 0.210014 0.034518 0.603 0.988 0.037
N 2.032870 1.202422 0.109588 -0.044 -1.018 -0.003
H -0.042191 -2.736826 1.057748 -0.072 0.358 -0.148
H 0.834757 -1.550315 2.042336 -0.195 0.129 -0.201
H 1.666545 -2.458289 0.797393 -0.329 0.387 -0.142
H 0.514325 -1.335618 -1.011756 -0.106 0.369 0.121
H -1.655663 -0.404333 -0.718422 0.184 -0.273 0.240
H -1.380966 0.063409 0.969558 0.183 -0.302 -0.098
H -0.301505 2.176284 0.210774 -0.031 -0.413 -0.087
H -1.951849 1.832185 -0.322013 0.158 0.143 -0.101
H 0.046124 2.493528 -1.873929 -0.103 -0.305 0.071
```
Positions in Å, forces in eV/Å.

=====

[6]
Here is C3H4N2S in the gas phase from the OMol25 dataset. Energies are from ωB97M-V/def2-TZVPD.

## Properties
**M**: 100.1 g/mol
**Frontier orbital gap (spin up / spin down)**: 5.28 / 5.26 eV
**Energy relative to the best compared isomer or geometry (same formula, charge and spin)**: 110.8 kcal/mol

```
10
Properties=species:S:1:pos:R:3:forces:R:3
C 0.214992 0.177508 0.150228 2.743 -0.465 -2.184
C -1.070747 0.251869 0.586607 -2.868 -0.195 2.341
C 0.577737 -0.676510 -1.020354 -0.510 1.977 0.136
N 0.986492 0.905966 0.830657 1.110 0.893 1.481
N -1.906209 0.066325 1.405789 0.203 0.646 -1.319
S 0.624891 0.479702 -2.367538 -0.453 0.194 -0.037
H 1.465940 -1.165600 -0.805065 1.955 -0.851 0.445
H -0.165913 -1.377560 -1.120545 -1.735 -1.989 -0.633
H 1.976821 0.729416 0.629312 -0.321 0.009 -0.203
H -2.704005 0.608883 1.710909 -0.123 -0.219 -0.028
```
Positions in Å, forces in eV/Å.

=====

Which electronic energy belongs to each record? In order, -435.2952 -2797.0268 -4207.6007 -1003.8125 -325.8793 -624.2493 Ha.